No. 1
Here is a 2-piece molecular cluster, C7H13F2N2O2S overall from OMol25. Energies are from ωB97M-V/def2-TZVPD.

Cartesian coordinates (Å):
C  5.48963  0.20709  -0.00120
C  -0.83037  -0.68245  0.37180
C  -2.91936  0.00168  -1.10122
C  -3.36163  0.35985  0.26524
C  -2.31054  -0.75523  0.08324
C  5.20349  0.67254  -1.37462
C  -2.76482  1.63605  0.96233
N  -0.05643  0.23615  -0.06608
N  -2.78011  -2.06279  0.45766
O  -0.46054  -1.72063  1.05435
O  3.08407  -0.17024  0.79367
F  -1.97785  2.26152  0.03755
F  -1.90076  1.21167  1.92851
S  4.49011  -0.36647  1.12704
H  6.58187  0.10028  0.35849
H  -3.55446  -0.55887  -1.77020
H  -2.39662  0.70258  -1.74059
H  -4.27379  0.03043  0.50239
H  5.69903  0.23339  -2.27506
H  4.10585  0.71479  -1.54288
H  5.45203  1.71666  -1.40734
H  -3.49140  2.36758  1.34925
H  -0.29374  1.17110  -0.34923
H  -2.53954  -2.81033  -0.08011
H  -3.78839  -2.13786  0.65031
H  -1.15703  -2.40754  1.23094
H  0.75132  0.04903  0.53574

Atoms 1-6, force components in eV/Å:
2.22 -1.42 0.61
-5.18 -1.53 -0.03
0.20 -0.18 -0.82
4.69 1.92 -0.32
-0.81 -0.17 -0.99
-1.36 0.71 -0.69

2S+1: 1
Energy above the lowest of the compared OMol25 structures with the same formula, charge and spin in kJ/mol: 5.4
Kohn-Sham gap in eV: 8.857
Net charge: +1

No. 2
Here is C21H31N5O3 in the gas phase from OMol25. Energies are from ωB97M-V/def2-TZVPD.

Cartesian coordinates (Å):
C  3.95592  5.05764  -5.00086
C  2.79683  4.85420  -4.03099
C  2.60517  3.40706  -3.56478
C  3.01936  2.30433  -4.54434
C  2.40292  1.06427  -3.90755
C  0.98352  1.53780  -3.52278
O  0.12294  1.42226  -4.63760
C  0.39816  0.67817  -2.40354
O  -0.52129  -0.09736  -2.64263
N  0.95465  0.78203  -1.18128
C  0.50636  -0.04522  -0.07548
C  -0.82610  0.45216  0.48095
N  -1.32369  -0.42686  1.52805
C  -0.73324  -0.30852  2.73932
O  0.14716  0.51271  2.96422
C  -1.16676  -1.22149  3.85378
C  -1.65289  -0.69400  5.03975
C  -1.96710  -1.52689  6.11798
N  -1.81879  -2.84876  6.11665
C  -1.34285  -3.32224  4.97758
C  -1.00395  -2.60188  3.82366
N  -0.54617  -3.46061  2.84023
C  -0.61761  -4.63965  3.39199
N  -1.08422  -4.63945  4.67445
C  -1.25228  -5.76561  5.56696
C  -2.48027  -1.28558  1.23215
C  -2.19491  -2.20150  0.04797
C  -3.73740  -0.44748  1.02397
C  1.16092  3.03878  -3.18470
H  4.05188  6.10949  -5.27225
H  4.90668  4.74216  -4.56455
H  3.80715  4.48993  -5.91895
H  2.91316  5.50596  -3.16207
H  1.87874  5.18060  -4.53102
H  3.23569  3.26011  -2.67615
H  2.56124  2.47160  -5.52373
H  4.09813  2.23423  -4.67937
H  2.34947  0.18939  -4.55353
H  2.96873  0.79769  -3.00861
H  -0.46064  0.67110  -4.43587
H  1.69374  1.44705  -1.03418
H  0.39375  -1.07093  -0.42767
H  1.26099  -0.02352  0.70778
H  -0.69772  1.45726  0.88566
H  -1.55485  0.48867  -0.32524
H  -1.77491  0.37591  5.13984
H  -2.35265  -1.09282  7.03315
H  -0.33604  -5.56303  2.90660
H  -1.09953  -6.68516  5.00695
H  -0.53450  -5.71654  6.38483
H  -2.25759  -5.75892  5.98355
H  -2.63544  -1.90780  2.11055
H  -3.06060  -2.83838  -0.14057
H  -1.99440  -1.63307  -0.86292
H  -1.33956  -2.83913  0.26788
H  -4.59869  -1.10117  0.88099
H  -3.92772  0.18870  1.88947
H  -3.65594  0.18646  0.13928
H  0.93172  3.27105  -2.14313
H  0.44528  3.58481  -3.79982

Atoms 1-6, force components in eV/Å:
0.15 0.04 0.18
-0.30 -0.05 -0.28
0.37 0.01 0.20
-0.24 -0.01 -0.10
0.00 0.04 0.05
0.01 -0.01 -0.06

2S+1: 1
Energy above the lowest of the compared OMol25 structures with the same formula, charge and spin in kJ/mol: 11.9
Kohn-Sham gap in eV: 9.633
SMILES string: CC[C@@H]1CC[C@@](O)(C(=O)NCCN(C(=O)c2ccnc3c2ncn3C)C(C)C)C1

No. 3
Here is C11H16N2O4SSc as an isolated structure from OMol25. Energies are from ωB97M-V/def2-TZVPD.

Cartesian coordinates (Å):
Sc  -0.01670  -0.46660  -1.92139
O  0.10612  2.24782  0.10539
C  0.08126  1.36804  -0.65147
C  -0.14823  -2.71434  -2.24025
O  -0.19387  -3.86751  -2.29986
C  2.06188  -0.76951  -2.66791
O  3.12887  -1.05462  -3.02870
C  -2.15540  -0.35611  -2.55424
O  -3.28013  -0.39087  -2.83744
C  0.00303  0.10416  -5.40269
H  -0.90000  0.72566  -5.39748
H  0.96128  0.63638  -5.37883
C  -0.06063  -1.23025  -5.47756
H  0.84141  -1.85298  -5.51035
H  -1.01643  -1.76536  -5.53345
C  -2.43033  -0.14621  2.09177
N  -1.13622  0.45761  2.40555
C  -1.22006  1.80755  3.02903
C  -0.00099  -0.05940  1.89755
S  -0.07077  -1.20899  0.52317
N  1.18257  0.38425  2.40560
C  1.33646  0.48848  3.86785
C  2.44340  0.16316  1.68179
H  -3.17342  0.29727  2.76403
H  -2.37370  -1.23043  2.28794
H  -2.75238  0.06241  1.06139
H  -1.47741  1.67711  4.10266
H  -0.27659  2.33541  2.88358
H  -2.03236  2.38117  2.54892
H  2.40517  0.39948  4.07742
H  1.01430  1.48658  4.20054
H  0.81422  -0.31837  4.41222
H  2.80402  -0.87508  1.79851
H  2.34529  0.44499  0.62349
H  3.18631  0.83904  2.13320

Atoms 1-6, force components in eV/Å:
0.03 0.14 1.17
-0.13 -3.96 -3.50
0.14 5.21 3.86
-0.33 -6.78 -0.29
0.21 5.41 0.20
7.10 -1.76 -2.37

2S+1: 1
Kohn-Sham gap in eV: 5.178
Net charge: +3

No. 4
Here is an isolated ion of composition C2H6N3 and charge +1 from OMol25. Energies are from ωB97M-V/def2-TZVPD.

Cartesian coordinates (Å):
N  0.73745  -1.74670  -0.53460
C  0.36877  -0.66335  0.10166
N  -0.36413  -0.26400  1.03008
C  0.24329  0.84559  0.07399
N  -0.62873  1.53265  -0.66120
H  1.54592  -1.49407  -1.02798
H  0.41232  -2.68988  -0.21989
H  -1.01609  -0.46464  1.79029
H  1.08823  1.45139  0.57921
H  -0.90046  2.45294  -0.30155
H  -1.48657  1.04007  -0.83000

Atoms 1-6, force components in eV/Å:
-1.33 -0.11 1.43
-0.42 0.39 -1.12
-0.87 1.09 1.92
2.45 -0.71 2.97
-1.44 1.43 -1.00
1.34 -1.08 -1.47

2S+1: 1
Energy above the lowest of the compared OMol25 structures with the same formula, charge and spin in kJ/mol: 204.5
Kohn-Sham gap in eV: 11.487
Net charge: +1
SMILES string: NC1=[NH+][C@@H]1N

The records above give, respectively, LUMO values of -0.1129 0.0189 -0.5107 -0.1203 hartree.
The records above give, respectively, HOMO values of -11.93 -9.12 -19.07 -14.76 eV.